1.
This record from the Open Molecules 2025 dataset describes a molecular structure, C31H36IrN5O4. The level of theory is ωB97M-V/def2-TZVPD.

XYZ file:
```
77
Properties=species:S:1:pos:R:3:forces:R:3:lowdin_charge:R:1
C 2.074 -2.277 0.125 -0.006 -0.002 -0.004 -0.174
C 3.057 -1.931 1.215 0.005 -0.006 -0.009 -0.209
C 3.258 1.893 -1.274 -0.007 0.003 -0.003 -0.298
C 4.099 2.803 -1.853 0.008 0.022 0.003 0.035
H -2.693 -2.787 -1.368 -0.001 -0.001 -0.002 0.120
H 5.207 -1.929 1.547 -0.001 0.000 0.000 0.081
N 0.610 2.726 2.202 -0.012 0.001 0.034 -0.023
H -0.206 3.218 1.837 0.003 -0.003 -0.012 0.127
H 3.423 -0.114 -2.187 0.003 -0.003 0.005 0.168
C -1.066 -0.633 -3.169 -0.004 0.013 0.002 -0.079
O 0.850 0.044 2.297 -0.053 0.046 -0.011 -0.059
C -3.316 3.221 -0.725 -0.010 -0.024 0.014 -0.009
N 0.217 1.971 3.332 0.031 -0.020 -0.006 0.082
H -3.271 4.523 -2.416 0.002 0.000 -0.002 0.120
H -1.191 -3.353 2.593 0.008 0.005 0.004 0.112
C -2.654 2.229 0.037 -0.062 0.028 -0.085 -0.134
C -0.748 2.472 -1.427 0.022 -0.033 0.031 -0.027
H -1.484 -1.605 -3.436 0.008 -0.001 0.004 0.072
H -4.062 0.432 2.461 0.009 -0.003 0.008 0.181
C -1.864 -3.173 0.566 -0.011 -0.011 -0.001 -0.042
H -2.051 -1.097 3.232 0.010 -0.011 0.007 0.120
H -4.994 -1.836 -1.593 0.001 0.001 0.004 0.110
C -2.533 -2.403 -0.371 -0.012 -0.002 0.011 0.012
C 4.498 -2.157 0.751 -0.003 0.003 -0.001 -0.064
O -0.649 1.038 0.494 0.055 0.002 -0.049 -0.210
H -1.537 -0.296 -2.244 -0.012 0.000 0.010 0.056
C 0.560 -3.041 -2.093 -0.002 0.002 0.000 -0.033
C 0.657 -1.323 4.590 -0.026 -0.019 0.001 0.038
H -1.330 0.069 -3.961 -0.003 -0.001 0.000 0.090
C 0.957 -3.985 -1.163 0.003 -0.003 -0.003 -0.064
N -3.409 0.538 1.693 0.022 0.001 -0.008 0.164
C -4.424 -0.973 -1.939 0.024 0.012 -0.012 -0.020
H -4.319 3.511 -0.434 0.000 0.000 -0.001 0.128
C 1.703 -3.603 -0.059 0.005 0.006 -0.016 -0.027
H 4.806 2.614 -2.645 0.003 0.001 0.002 0.128
C -1.447 3.390 -2.182 -0.027 0.007 0.005 -0.022
H -5.098 -0.219 -2.334 0.004 0.002 0.002 0.104
C -2.796 -0.686 1.277 0.002 0.029 -0.033 -0.159
H 0.263 2.206 -1.703 0.000 0.010 -0.010 0.089
H 0.312 -1.627 5.571 0.001 -0.001 -0.001 0.112
H 1.742 -1.355 4.532 0.003 0.010 0.010 0.110
C -1.318 1.869 -0.297 0.008 -0.011 -0.010 -0.323
C 2.952 0.514 -1.438 -0.022 0.023 -0.016 -0.036
N 2.045 0.035 -0.653 0.024 -0.040 -0.025 -0.067
H 0.218 -1.930 3.805 -0.010 -0.011 -0.021 0.073
O 0.213 0.058 4.450 0.023 0.015 -0.014 0.028
H -3.722 -1.273 -2.715 -0.001 0.001 -0.004 0.077
Ir 1.325 1.371 0.721 -0.040 -0.025 0.157 1.477
H 4.369 4.980 -1.398 0.002 -0.001 0.000 0.117
N 2.520 2.513 -0.262 0.054 0.002 -0.071 -0.194
H 2.852 -2.558 2.086 0.005 0.004 -0.006 0.114
C -3.440 1.695 1.097 0.029 0.000 0.070 0.034
H -0.972 3.822 -3.054 0.001 0.001 0.001 0.125
H 0.006 -3.353 -2.970 0.004 0.005 -0.002 0.125
H 4.739 -1.523 -0.105 0.001 0.000 0.000 0.071
H 0.899 -1.015 -3.953 -0.005 -0.004 0.002 0.130
O -3.742 -0.351 -0.841 -0.007 -0.002 0.013 -0.085
C 0.448 -0.713 -3.004 0.005 -0.016 -0.015 -0.175
H 2.043 -4.348 0.651 0.006 0.007 -0.017 0.127
H 0.830 0.286 -2.795 0.004 0.005 -0.002 0.080
H 2.466 4.549 0.432 0.000 0.000 0.001 0.109
C -2.149 -1.469 2.218 -0.007 -0.006 0.004 -0.018
C 1.635 -1.339 -0.815 0.011 0.002 0.038 -0.160
C -2.740 3.786 -1.832 0.026 -0.004 -0.010 -0.048
C -3.024 -1.149 -0.022 -0.028 -0.002 -0.002 -0.229
H 2.940 -0.897 1.537 -0.005 0.012 0.009 0.069
H 0.707 -5.028 -1.312 -0.001 -0.002 0.002 0.118
C 0.882 -1.695 -1.938 0.002 0.001 0.011 -0.153
H 1.306 3.413 2.484 0.006 -0.011 0.000 0.132
H 0.074 2.440 4.215 -0.024 0.003 -0.010 0.180
C -1.676 -2.719 1.864 -0.009 0.012 0.017 -0.060
H -4.214 2.354 1.481 -0.010 -0.005 -0.001 0.157
C 2.908 3.839 -0.249 -0.053 -0.004 -0.007 -0.115
C 3.870 4.048 -1.194 0.018 -0.011 -0.007 -0.033
H -1.505 -4.151 0.282 0.000 0.000 0.000 0.114
H 4.651 -3.192 0.445 0.000 0.000 0.001 0.085
C 0.452 0.635 3.308 0.014 0.005 0.030 -0.552
```
Positions in Å, forces in eV/Å.

Output
Kohn-Sham gap (alpha / beta), eV: 6.877 / 6.878
Net charge: +2
ΔE to the lowest compared entry with this formula, charge and spin, kcal/mol: 5.6

2.
This record from the Open Molecules 2025 dataset describes a molecular structure, C35H32BCrF7O4P3S3. The level of theory is ωB97M-V/def2-TZVPD.

XYZ file:
```
86
Properties=species:S:1:pos:R:3:forces:R:3:lowdin_charge:R:1
C -4.375 3.905 -0.046 0.197 -0.538 0.121 -0.080
F 4.900 -0.618 -2.138 -0.064 -0.031 -0.161 0.080
H -5.569 -1.812 1.167 -0.155 0.026 -0.033 0.105
F 4.953 -0.267 -4.814 -0.332 0.051 0.090 0.087
C -4.885 -1.904 2.000 0.443 0.103 -0.166 -0.105
C -3.474 4.031 -2.670 -0.166 0.269 -0.144 -0.076
C -4.475 -2.194 4.344 0.291 -0.022 -0.200 -0.080
H -5.812 1.746 1.269 -0.092 0.031 0.005 0.106
C -3.611 2.861 -0.567 -0.014 0.286 0.083 -0.245
H -1.556 -1.883 2.641 0.089 0.036 -0.010 0.084
C -2.780 -2.828 -2.280 -0.098 0.278 0.415 -0.059
C 3.754 -0.333 -2.772 -0.556 0.091 0.130 -0.224
P 0.931 1.928 1.965 0.327 0.197 -0.209 -0.018
C -3.723 -0.031 -0.525 0.370 0.015 0.760 -0.246
C -4.716 4.977 -0.843 -0.071 0.369 -0.395 -0.088
H -3.479 0.061 -1.588 0.052 0.005 0.147 0.071
O -1.382 -1.363 0.100 -0.858 -0.209 0.037 -0.340
H 3.380 0.696 2.765 0.011 0.111 -0.057 0.098
F 0.743 -2.316 -1.499 -0.143 -0.916 -1.221 0.080
C -3.133 2.956 -1.881 -0.113 -0.411 0.488 -0.064
C -0.374 4.236 2.178 -0.053 0.211 -0.257 -0.328
H 0.521 5.167 3.898 0.007 0.062 0.125 0.074
F 0.287 0.659 -4.783 0.121 -0.072 -0.035 0.092
Cr 0.220 0.103 0.098 1.409 -0.316 -0.080 -0.133
H -5.320 5.774 -0.436 -0.054 0.097 0.039 0.100
C -2.618 -1.947 2.838 0.124 -0.040 -0.531 -0.058
H -3.019 1.016 5.281 0.076 0.007 0.017 0.114
H 1.617 4.971 2.532 0.051 0.003 -0.053 0.065
H 0.364 6.224 2.477 -0.015 0.199 -0.005 0.068
H -6.425 -2.160 3.451 -0.096 0.028 0.035 0.102
S 0.448 0.101 2.603 0.285 0.193 0.047 0.430
C -5.201 1.606 2.152 0.488 -0.041 -0.179 -0.111
P -2.854 -1.536 0.127 -0.083 0.352 -0.596 0.772
F 0.222 0.308 -2.088 0.331 0.068 -1.069 -0.007
C -4.628 -4.793 -1.630 -0.099 -0.245 -0.307 -0.091
C -5.773 1.630 3.407 -0.259 -0.008 0.282 -0.096
H -4.690 3.869 0.987 -0.060 0.053 0.018 0.096
C 3.789 -0.148 -4.140 -0.637 0.173 -0.734 -0.134
H -4.689 -3.894 0.311 -0.080 -0.050 0.082 0.091
H 3.734 1.883 1.487 -0.002 -0.067 0.117 0.087
H -2.417 -2.212 4.943 0.118 0.018 0.100 0.111
C 4.516 2.413 3.448 -0.265 -0.112 -0.211 -0.080
H 4.185 2.354 4.481 0.022 0.001 0.154 0.071
C -5.360 -2.094 3.278 -0.202 -0.032 0.270 -0.087
H -6.834 1.811 3.510 -0.056 -0.032 0.003 0.099
C -4.994 1.419 4.540 0.332 0.039 -0.226 -0.079
C 1.419 0.318 -4.136 0.079 0.033 -0.093 -0.141
O 2.237 2.411 2.799 -0.085 0.108 0.153 -0.358
O -0.150 2.907 2.625 -0.299 0.104 0.236 -0.350
H -4.803 -0.105 -0.410 -0.154 -0.022 -0.023 0.063
C 1.405 0.132 -2.768 0.972 -0.335 0.835 -0.177
C -3.509 -1.819 1.774 -0.368 -0.320 -0.014 -0.268
H -4.855 -2.321 5.346 -0.021 -0.033 0.109 0.101
H -1.405 4.464 2.468 0.043 0.026 -0.021 0.111
S 2.513 -0.558 -0.315 0.677 0.753 -0.006 0.954
C 3.479 1.767 2.547 0.256 -0.108 -0.023 -0.338
H 5.470 1.901 3.350 0.138 -0.050 -0.014 0.068
O -1.562 1.364 0.419 -0.991 0.272 0.068 -0.402
C -3.819 1.411 2.017 -0.575 0.280 0.191 -0.264
H -1.976 1.050 3.044 0.236 -0.022 -0.011 0.045
C 0.596 5.217 2.814 -0.104 -0.287 -0.071 -0.080
C -3.104 -2.126 4.116 -0.379 -0.159 0.283 -0.069
H -2.487 2.174 -2.262 0.087 0.011 -0.070 0.112
C -4.284 5.042 -2.164 0.039 -0.219 0.311 -0.081
H -3.114 4.088 -3.685 0.075 0.005 -0.119 0.104
C 2.606 0.162 -4.847 0.683 -0.148 0.520 -0.127
C -4.078 -4.748 -2.905 0.030 0.126 0.199 -0.086
C -3.140 -3.771 -3.220 -0.188 -0.208 -0.168 -0.073
B 0.978 -1.738 -0.282 -1.047 0.597 0.522 -1.226
P -3.047 1.434 0.394 0.579 -0.537 -0.625 0.765
H -2.041 -2.072 -2.501 0.179 0.028 -0.075 0.113
H 4.646 3.460 3.182 0.037 0.109 0.002 0.070
C -3.040 1.205 3.158 0.147 0.185 -0.713 -0.062
H -5.446 1.433 5.523 -0.044 -0.007 0.025 0.100
C 2.565 -0.231 -2.043 -0.457 0.304 -0.661 -0.379
F 1.023 -2.645 0.718 0.437 -1.472 0.864 0.077
C -4.274 -3.851 -0.685 0.218 0.366 0.054 -0.077
H -0.296 4.270 1.083 -0.044 -0.034 0.213 0.063
S 1.270 2.428 0.047 0.025 0.560 0.611 0.386
H -4.375 -5.473 -3.648 0.011 -0.082 -0.053 0.097
C -3.368 -2.844 -1.011 -0.163 -0.194 0.145 -0.243
C -3.626 1.196 4.405 -0.570 0.098 0.351 -0.066
H -5.341 -5.565 -1.377 -0.016 -0.048 0.009 0.099
H -2.700 -3.745 -4.206 0.081 -0.001 -0.050 0.105
H -4.567 5.876 -2.787 -0.001 0.099 -0.059 0.098
F 2.639 0.314 -6.191 -0.047 -0.007 0.480 0.082
```
Positions in Å, forces in eV/Å.

Output
Kohn-Sham gap (alpha / beta), eV: 3.665 / 3.009
Net charge: -1
Spin multiplicity: 3

3.
This record from the Open Molecules 2025 dataset describes 2 unconnected molecules or ions with the total composition C6H14ClN3S. The level of theory is ωB97M-V/def2-TZVPD.

XYZ file:
```
25
Properties=species:S:1:pos:R:3:forces:R:3:lowdin_charge:R:1
N -0.340 -0.889 -3.470 -0.124 -0.157 -0.253 -0.412
Cl 2.210 -0.184 3.009 -0.024 0.032 -0.061 0.584
H 1.461 1.174 0.114 0.544 0.888 -1.089 0.059
N -0.783 1.429 -3.106 -0.210 -0.175 -0.269 0.110
C 0.852 1.263 -0.780 1.163 1.216 -2.791 -0.010
C -0.238 0.326 -2.783 0.618 0.180 0.473 -0.519
H -0.409 -0.978 0.650 -0.236 -0.197 0.223 0.110
C 0.596 0.216 -1.556 0.902 1.367 -3.335 -0.145
N 0.150 -0.140 0.531 -1.576 -2.658 5.614 -0.109
C 0.443 0.197 3.041 -0.180 0.096 0.081 -0.712
H 0.339 0.992 3.787 0.042 -0.111 -0.090 0.096
H -1.305 1.341 -3.980 0.027 -0.010 0.135 0.005
H -1.037 1.041 1.759 0.085 -0.069 -0.013 0.134
H 0.587 1.656 1.468 -0.212 -0.085 0.326 0.098
H -0.004 -1.378 4.463 -0.028 0.069 -0.119 0.073
H 0.996 -0.765 -1.308 -0.164 0.050 -0.506 0.097
H -1.399 -0.799 3.525 0.162 -0.033 -0.014 0.084
H -0.184 -1.861 2.769 -0.019 0.167 0.126 0.068
H -2.323 -1.422 -4.552 0.012 0.020 0.005 -0.142
H 0.447 2.238 -1.033 0.068 -0.034 -0.068 0.095
C 0.017 0.744 1.671 -0.396 -0.414 0.885 -0.308
C -0.329 -1.036 3.477 -0.012 -0.046 -0.023 -0.145
H 1.118 -0.436 0.431 -0.462 -0.334 0.552 0.059
H 0.225 -1.665 -3.158 -0.086 0.185 -0.017 0.070
S -1.092 -1.067 -4.970 0.106 0.054 0.229 0.758
```
Positions in Å, forces in eV/Å.

Output
Kohn-Sham gap, eV: 7.914
SMILES string: [H]/N=C(/C=C)NS.C[C@@H](Cl)CN

4.
This record from the Open Molecules 2025 dataset describes 2 unconnected molecules or ions with the total composition C37H36N4O4S. The level of theory is ωB97M-V/def2-TZVPD.

XYZ file:
```
82
Properties=species:S:1:pos:R:3:forces:R:3:lowdin_charge:R:1
C -1.569 -1.122 3.307 0.251 -0.689 0.125 -0.237
H -0.772 -1.915 3.275 -0.501 0.563 0.361 0.115
H 3.234 1.424 0.171 -0.728 0.146 0.053 0.100
C 1.017 -2.066 -0.169 0.631 0.796 0.085 -0.011
H -1.976 -2.583 -1.385 0.006 -0.782 0.387 0.125
C 3.887 -4.596 -0.398 0.175 0.543 -0.029 -0.010
H 1.146 3.843 1.415 0.380 0.300 -0.631 0.094
C -6.258 1.662 -0.013 -1.295 -1.419 -0.721 -0.010
H -6.196 -3.022 -0.269 0.111 0.823 -0.293 0.125
O -0.067 4.561 -0.105 0.392 0.188 0.137 -0.111
C -2.748 -1.680 4.161 0.757 0.133 0.192 -0.080
H 3.643 6.629 -0.983 0.000 0.055 -0.059 0.098
H -2.319 -2.323 4.968 -0.356 0.408 -0.634 0.077
C -0.707 -0.927 1.136 0.204 0.622 -0.694 -0.148
H -4.101 -4.284 -0.995 -0.030 0.626 0.425 0.113
H 2.187 1.983 1.509 0.067 -0.213 -0.740 0.116
N -1.951 -0.889 1.866 0.990 -0.429 0.905 0.009
C -2.067 -3.492 -0.746 -0.461 -0.549 0.800 -0.140
C 6.077 -3.394 -0.233 -1.631 0.257 -0.241 -0.007
C -1.149 2.465 2.119 -0.148 -0.537 -0.365 0.136
H 0.540 2.368 -0.778 0.692 0.507 0.128 0.121
H -4.106 0.252 1.130 0.572 0.076 -0.455 0.085
H -2.527 -1.690 1.616 0.274 0.269 -0.324 0.051
S 8.101 -0.656 1.347 -0.888 0.150 -1.003 0.737
C 1.528 2.767 -0.440 -0.017 -0.463 -0.068 -0.140
C -8.344 0.474 -0.638 1.249 0.294 0.164 -0.095
H -1.092 -0.210 3.731 -0.557 -0.572 -0.309 0.110
C 5.429 4.102 -1.942 -0.124 -0.039 0.277 -0.149
H -5.395 -2.381 -1.732 -0.045 0.184 0.779 0.136
H -8.171 2.665 -0.261 0.135 -0.747 -0.036 0.097
H -0.342 -4.269 0.386 -0.721 0.496 0.397 0.107
C -0.497 1.493 1.804 -0.254 -0.391 -1.000 -0.068
H -3.368 -2.331 3.507 0.067 0.443 0.569 0.064
H 4.348 7.511 -3.206 -0.008 -0.016 0.031 0.100
H -0.207 5.435 0.290 0.081 -0.351 -0.182 0.080
H 6.518 3.854 -3.778 -0.024 -0.016 0.035 0.102
C 1.797 -0.846 -0.203 -0.690 -0.297 0.406 -0.010
C 1.233 4.084 0.330 -0.412 -0.119 -0.091 -0.246
C 5.301 -4.596 -0.171 0.046 1.113 -0.197 -0.052
N 6.066 -0.870 -0.575 0.664 -1.265 1.248 0.111
O 1.053 -4.062 -1.554 0.402 0.048 0.475 0.118
C 5.491 5.744 -3.662 0.042 0.030 -0.111 -0.083
C -5.550 0.410 -0.102 -0.425 0.450 0.006 -0.246
H -4.337 -2.268 0.996 -0.135 0.171 -0.254 0.091
H -1.793 -4.418 -1.301 -0.191 0.847 0.067 0.104
C 5.880 4.501 -3.191 -0.025 0.059 0.000 -0.071
H -1.639 -3.518 1.449 0.511 -0.100 -0.562 0.101
H -5.731 2.599 0.240 -0.185 -0.827 -0.150 0.113
H 3.284 -5.521 -0.346 0.617 0.540 -0.073 0.120
H 5.704 3.136 -1.533 0.020 -0.013 -0.076 0.103
C -1.070 -3.434 0.496 0.309 0.895 -0.790 -0.120
C -0.248 -2.126 0.490 0.580 0.556 -0.092 -0.081
C 3.205 -3.379 -0.659 1.442 0.416 0.287 -0.061
C -5.525 -2.196 -0.635 0.072 -0.041 -0.489 -0.177
C 1.673 -3.279 -0.873 0.194 0.727 0.472 -0.257
C 3.160 -0.868 -0.936 -0.161 -0.787 0.349 -0.261
H -3.334 -0.897 4.688 0.128 -0.477 -0.720 0.074
C -7.658 1.689 -0.303 0.933 -0.881 0.092 -0.087
C 3.981 -2.165 -0.691 -0.703 -0.250 0.024 -0.010
C 0.065 0.295 1.119 0.095 -0.557 0.227 -0.084
N 4.642 4.849 -1.163 0.076 0.122 -0.300 0.056
O -4.181 0.460 0.182 -1.010 -0.011 0.326 -0.014
C -6.190 -0.815 -0.467 -1.332 0.896 0.194 -0.121
H 7.174 -3.406 -0.078 -0.877 -0.020 -0.102 0.111
H -9.428 0.489 -0.853 0.801 -0.051 0.159 0.097
C 1.327 0.337 0.446 0.421 -0.328 -0.349 -0.088
C 6.962 -0.752 0.247 0.564 0.253 0.416 -0.747
H 1.971 4.897 0.136 -0.185 -0.801 0.271 0.100
H -3.521 -4.188 0.713 -0.202 0.040 -0.868 0.113
N -4.202 -2.331 -0.011 -0.311 -0.556 0.034 -0.086
C 4.674 6.535 -2.872 0.016 -0.020 0.000 -0.075
H -1.889 3.259 2.231 0.915 -0.555 0.158 0.060
C 2.184 1.633 0.445 -0.762 0.093 0.749 -0.117
C -7.611 -0.740 -0.716 0.464 0.807 0.156 -0.053
C 4.281 6.044 -1.637 -0.014 -0.197 0.199 -0.160
C 5.391 -2.157 -0.495 -1.100 -1.015 -0.535 -0.175
H 5.866 -5.515 0.062 -0.676 0.444 -0.208 0.107
C -3.567 -3.638 -0.265 1.211 -0.322 0.278 -0.224
H 5.821 6.092 -4.634 -0.012 -0.009 0.025 0.105
H -8.155 -1.658 -0.999 0.420 0.514 0.228 0.108
H 2.163 2.920 -1.344 -0.542 0.050 0.657 0.110
O 3.554 0.010 -1.665 -0.239 -0.238 0.398 0.114
```
Positions in Å, forces in eV/Å.

Output
Kohn-Sham gap, eV: 7.972
SMILES string: C#Cc1c(CCCO)c2c(c(CCCNCc3ccccc3O)c1NCC)C(=O)c1cccc(N=C=S)c1C2=O.c1ccncc1

Number 1: E -1881.4367 Ha, maximum force 0.16 eV/Å. Number 2: E -5641.1603 Ha, maximum force 1.76 eV/Å. Number 3: E -1259.5148 Ha, maximum force 6.41 eV/Å. Number 4: E -2349.5196 Ha, maximum force 2.05 eV/Å.